#one
Entry from the OMol25 dataset: the ion C5H7N2 with charge +1 (the ωB97M-V functional and the def2-TZVPD basis).

```
14
C5H7N2 the ωB97M-V functional and the def2-TZVPD basis
H -1.3269 0.0482 -1.7259
C 0.8729 -1.0042 -1.2009
C 0.5062 -0.2841 -0.0166
H -2.4916 1.4043 -0.8530
C 1.0384 -0.0852 1.2407
H 0.2322 1.0611 3.0028
H 1.9111 -0.5903 1.6539
H 0.0506 -1.7097 -1.4811
N -1.6698 0.6501 -0.9293
C -0.8325 0.5646 0.0969
H 0.8902 -0.2638 -2.0048
C 0.0382 0.6637 2.0024
N -0.9735 1.1706 1.3372
H 1.7545 -1.6252 -1.1223
```

Its highest occupied orbital energy is -14.53 eV. Its gap between HOMO and LUMO is 8.022 eV. The charge is +1. As for the spin multiplicity: 1.

Results of the Löwdin charge analysis, in e, for atoms 1 through 8: number 1, H, carries 0.154; number 2, C, carries -0.036; number 3, C, carries -0.166; number 4, H, carries 0.234; number 5, C, carries 0.048; number 6, H, carries 0.145; number 7, H, carries 0.134; number 8, H, carries 0.122

***

#two
Entry from the OMol25 dataset: the ion C5H7N2 with charge +1 (the ωB97M-V functional and the def2-TZVPD basis).

```
14
C5H7N2 the ωB97M-V functional and the def2-TZVPD basis
H 1.4436 -0.0354 -1.4217
C 0.6951 0.4685 0.7049
N -1.2224 2.0311 -0.0741
C -0.0133 -0.8664 0.6221
H -2.3116 -0.7566 -1.4200
H 2.1657 1.4486 -0.7274
H 2.5897 -0.3727 -0.2028
C 1.7633 0.3669 -0.4493
C -0.2638 1.4852 0.2870
C -2.2758 -0.6735 -0.4123
H -3.0798 -0.8245 0.2152
H 1.2819 0.3904 1.6213
N -1.1505 -0.8992 0.1035
H 0.3779 -1.7623 1.1536
```

Its highest occupied orbital energy is -16.30 eV. Its gap between HOMO and LUMO is 10.742 eV. The charge is +1. As for the spin multiplicity: 1.

Results of the Löwdin charge analysis, in e, for atoms 1 through 8: number 1, H, carries 0.086; number 2, C, carries -0.262; number 3, N, carries 0.217; number 4, C, carries 0.021; number 5, H, carries 0.103; number 6, H, carries 0.147; number 7, H, carries 0.109; number 8, C, carries -0.051

***

#three
Entry from the OMol25 dataset: a structure of composition C5H7N2 (the ωB97M-V functional and the def2-TZVPD basis).

```
14
C5H7N2 the ωB97M-V functional and the def2-TZVPD basis
H 0.5593 2.2666 2.5396
N 0.4265 1.5233 1.8675
H -0.4480 -1.6682 0.1021
C -0.4209 -0.7645 -0.5951
H -0.9997 -0.7617 -1.4542
H -1.3189 1.2085 -0.2459
C 0.9954 -0.6810 -0.6805
H 1.4385 -1.4292 -1.3724
C 1.2226 0.9690 1.0703
H -2.1556 0.1681 0.5447
N -0.4840 0.4186 1.5755
C 1.7691 0.0925 0.1055
C -1.1042 0.3299 0.3062
H 2.7327 0.2868 -0.2795
```

Its highest occupied orbital energy (alpha / beta) is -14.82 / -14.82 eV. Its gap between HOMO and LUMO (alpha / beta) is 9.251 / 9.250 eV. The charge is +1. As for the spin multiplicity: 1.

Results of the Löwdin charge analysis, in e, for atoms 1 through 8: number 1, H, carries 0.190; number 2, N, carries 0.121; number 3, H, carries 0.183; number 4, C, carries -0.120; number 5, H, carries 0.116; number 6, H, carries 0.121; number 7, C, carries -0.011; number 8, H, carries 0.165

***

Which of them is most stable, and which least? Most stable: #one; least stable: #three.

***

#one
Entry from the OMol25 dataset: the ion C5H7N2 with charge +1 (the ωB97M-V functional and the def2-TZVPD basis).

```
14
C5H7N2 the ωB97M-V functional and the def2-TZVPD basis
C 2.1746 -0.9465 0.1745
C 0.7116 0.6877 -0.7227
C -0.2040 -0.6814 1.1053
H 2.1435 -1.9888 -0.1943
H -2.7968 2.2572 -0.5322
H 0.7170 0.6420 -1.8657
N -2.7156 1.2824 -0.5813
H -0.0405 -1.3498 1.9444
H -2.9902 0.6804 -1.3651
C -1.8967 0.8070 0.2798
H 2.6007 -0.7196 1.1894
H 2.8808 -0.2709 -0.4756
N -1.3352 -0.0435 0.8915
C 0.7508 -0.3562 0.1519
```

Its highest occupied orbital energy (alpha / beta) is -13.04 / -13.04 eV. Its gap between HOMO and LUMO (alpha / beta) is 7.053 / 7.132 eV. The charge is +1. As for the spin multiplicity: 1.

Results of the Löwdin charge analysis, in e, for atoms 1 through 8: number 1, C, carries -0.007; number 2, C, carries 0.291; number 3, C, carries -0.080; number 4, H, carries 0.111; number 5, H, carries 0.120; number 6, H, carries 0.113; number 7, N, carries 0.219; number 8, H, carries 0.141

***

#two
Entry from the OMol25 dataset: the ion C5H7N2 with charge +1 (the ωB97M-V functional and the def2-TZVPD basis).

```
14
C5H7N2 the ωB97M-V functional and the def2-TZVPD basis
H -2.3816 -0.7777 -1.2871
H 1.1036 0.3101 -2.9935
H -0.5300 -0.2812 3.0387
C 0.1353 0.0667 2.3020
C -0.2501 -0.2250 -1.3172
N -1.5807 -0.2250 0.5357
N 0.6072 -0.0485 -0.2618
C 0.2203 -0.1369 -2.6026
C -0.3575 -0.0043 0.9726
H 1.2065 -0.1480 2.3299
H 1.5474 0.1043 -0.2549
H -0.2187 -0.5561 -3.4910
C -1.5951 -0.4529 -0.7674
H -0.0058 1.2069 2.5843
```

Its highest occupied orbital energy (alpha / beta) is -14.44 / -14.44 eV. Its gap between HOMO and LUMO (alpha / beta) is 7.825 / 7.823 eV. The charge is +1. As for the spin multiplicity: 1.

Results of the Löwdin charge analysis, in e, for atoms 1 through 8: number 1, H, carries 0.100; number 2, H, carries 0.089; number 3, H, carries 0.091; number 4, C, carries 0.020; number 5, C, carries -0.273; number 6, N, carries 0.159; number 7, N, carries 0.181; number 8, C, carries 0.240

***

Which of them is most stable, and which least? Most stable: #two; least stable: #one.

***

#one
Entry from the OMol25 dataset: the ion C5H7N2 with charge +1 (the ωB97M-V functional and the def2-TZVPD basis).

```
14
C5H7N2 the ωB97M-V functional and the def2-TZVPD basis
C 0.8932 -0.6809 1.7420
N -1.4406 0.0908 -1.4001
H 0.6427 -1.3090 2.5676
C 2.1395 -0.2274 1.5788
H 0.7608 0.4769 -0.7453
H -2.1774 -0.5009 -0.9155
C -0.2190 0.0464 -0.4634
H -1.2708 -0.2782 -2.3919
H 4.7063 1.7166 1.1286
C -0.3037 -0.5402 0.7774
H -1.1498 -1.0563 1.1695
N 3.7884 1.3699 0.7078
C 3.0194 0.5687 1.0871
H -1.7315 1.0088 -1.4105
```

Its highest occupied orbital energy is -12.13 eV. Its gap between HOMO and LUMO is 7.723 eV. The charge is +1. As for the spin multiplicity: 1.

Results of the Löwdin charge analysis, in e, for atoms 1 through 8: number 1, C, carries -0.073; number 2, N, carries 0.201; number 3, H, carries 0.086; number 4, C, carries -0.001; number 5, H, carries 0.131; number 6, H, carries 0.192; number 7, C, carries -0.046; number 8, H, carries 0.210

***

#two
Entry from the OMol25 dataset: the ion C5H7N2 with charge +1 (the ωB97M-V functional and the def2-TZVPD basis).

```
14
C5H7N2 the ωB97M-V functional and the def2-TZVPD basis
C 1.0463 1.2506 0.1008
N -1.6388 1.2043 -0.1030
H -1.8443 2.1731 -0.0623
H 0.2053 -2.7730 0.1535
H 1.3877 -1.3711 0.7146
H 1.8444 0.7174 0.5275
C 0.6174 -1.7928 0.0465
C -2.4797 0.1559 0.0514
H 1.1216 -1.8659 -0.9316
H 0.9804 2.2211 0.5194
C -1.7946 -0.9687 -0.0231
H 1.2265 1.3173 -0.9368
C -0.2076 0.5035 -0.0274
N -0.4645 -0.7715 -0.0293
```

Its highest occupied orbital energy (alpha / beta) is -13.99 / -14.19 eV. Its gap between HOMO and LUMO (alpha / beta) is 7.790 / 7.803 eV. The charge is +1. As for the spin multiplicity: 1.

Results of the Löwdin charge analysis, in e, for atoms 1 through 8: number 1, C, carries 0.044; number 2, N, carries 0.160; number 3, H, carries 0.142; number 4, H, carries 0.103; number 5, H, carries 0.110; number 6, H, carries 0.083; number 7, C, carries 0.068; number 8, C, carries 0.079

***

Which of them is most stable, and which least? Most stable: #one; least stable: #two.

***

#one
Entry from the OMol25 dataset: a structure of composition C24H25ClN6O4SV (the ωB97M-V functional and the def2-TZVPD basis).

```
62
C24H25ClN6O4SV the ωB97M-V functional and the def2-TZVPD basis
C -0.0920 -1.6309 5.5350
H 2.2968 -1.5803 3.1256
C 2.8800 -2.8046 -0.2360
N -1.8672 -2.6653 2.5759
C 1.0016 0.0465 3.6523
C -0.5595 -0.3272 5.4185
H 0.4399 -0.4490 -2.8903
C 2.8407 2.5951 1.8287
O 0.5391 1.6119 -0.8884
O 4.5773 3.9143 2.6634
H -1.8729 -2.3433 -0.7026
N -1.2430 -0.5461 -1.5965
C 0.9229 -2.0921 4.7054
H -1.4374 -2.5040 -2.4046
O 3.9600 4.3450 0.5798
H -2.9534 2.8827 1.2921
C -1.1527 -2.0300 -1.4622
C 1.5397 2.4223 -0.4788
H -0.3230 1.5587 4.3953
H -0.6587 0.9357 -2.9955
C 1.4801 -1.2492 3.7538
H 2.7412 -4.6312 -1.3448
C -4.9640 2.1891 1.7671
H -2.7141 0.9651 -1.6959
Cl 3.3412 1.8713 4.4846
H 1.3060 -3.0974 4.8211
C 3.8761 3.6841 1.7245
N -1.7834 0.5958 1.2934
C 2.2217 -3.7371 -1.0272
H -0.4995 -2.2812 6.2980
H -5.3850 3.1918 1.7785
H 3.9084 -2.9707 0.0555
N -1.3608 -0.6949 1.4371
H -3.1700 -0.4581 -0.7259
C 1.9091 2.0970 0.9253
H 3.3319 4.0535 -0.1067
N 1.6131 0.9579 2.7210
O 2.0405 3.2630 -1.1581
C -2.8042 0.9234 2.0065
H -5.4804 1.6082 2.5327
C -2.0797 -1.3846 2.2917
H -1.3271 0.0366 6.0887
C -0.6036 -0.1429 -2.8823
C 0.2463 -2.3745 -1.0431
H -3.1601 -0.5514 -2.4963
C 2.6127 1.8297 2.9766
C 0.9108 -3.5231 -1.4401
H -1.1302 -0.6252 -3.7078
H -3.2723 2.7122 3.0116
C -3.4584 2.2617 2.0330
C 0.9086 -1.4422 -0.2371
V -0.1058 0.2230 0.0611
C -0.0083 0.5247 4.4718
H -5.1744 1.7432 0.7951
H -1.0253 -3.1079 2.2398
C 2.2251 -1.6487 0.1693
H 2.7518 -0.9187 0.7711
H 0.4204 -4.2418 -2.0852
N 1.1757 1.1117 1.4578
C -2.6600 -0.1205 -1.6263
S -3.3669 -0.4271 2.9557
H -2.3951 -3.1396 3.2895
```

Its highest occupied orbital energy (alpha / beta) is -15.25 / -15.25 eV. Its gap between HOMO and LUMO (alpha / beta) is 7.194 / 7.764 eV. The charge is +2. As for the spin multiplicity: 2. As for the expectation value of S²: 0.77.

Results of the Löwdin charge analysis, in e, for atoms 1 through 8: number 1, C, carries -0.056; number 2, H, carries 0.118; number 3, C, carries -0.042; number 4, N, carries 0.178; number 5, C, carries -0.243; number 6, C, carries -0.061; number 7, H, carries 0.107; number 8, C, carries -0.003

***

#two
Entry from the OMol25 dataset: a structure of composition C24H25ClN6O4SV (the ωB97M-V functional and the def2-TZVPD basis).

```
62
C24H25ClN6O4SV the ωB97M-V functional and the def2-TZVPD basis
C -2.3043 2.8590 -0.3591
H -0.4722 -2.6045 -2.5846
C 2.7581 -0.0243 -3.3174
C -0.3384 0.9496 -0.6024
H -0.9136 -1.8404 5.0836
C -1.5369 -1.1192 4.5719
H 4.9288 -0.1523 2.8019
H -2.9024 -1.2010 -0.7369
H -0.7160 4.2254 0.1130
H 1.0295 1.4594 -7.2011
H -0.1252 -2.5392 1.0875
C 2.6456 -0.0123 3.7943
N 0.4443 -0.1221 3.5658
C -2.6578 1.5583 -0.6854
C -1.9763 -0.8363 -1.1873
V 0.8360 -0.5689 -0.9444
C -0.9720 -0.1400 3.7706
C -0.1360 0.1446 -5.9080
C 3.9750 0.1498 4.4712
C -1.0329 -2.0714 0.7083
H -3.0741 3.6126 -0.2593
H -1.1405 0.0826 -5.4888
N 0.9098 -0.2453 2.3358
C -3.1164 0.7713 3.2591
H -1.5263 -3.5392 -1.5037
S 2.5439 0.2502 -5.0083
H -0.0806 2.3080 -6.1144
H 0.2094 -3.4622 -1.1609
H -3.6996 1.3001 -0.8326
H -3.3771 -1.8875 5.3473
H 3.9677 -0.1336 -1.6792
C 0.0459 1.4182 -6.7304
H 0.0071 -0.7397 -6.5353
C -0.6422 -2.8987 -1.5474
N 0.4914 -0.1633 -3.5428
C -1.6705 0.5879 -0.8080
C 1.4397 0.0269 4.4813
C 2.2337 -0.1873 2.4479
H -1.2595 1.5684 2.5020
H -2.0464 -0.9515 -2.2704
N 1.5925 -0.2317 -2.7161
C -1.7378 0.8108 3.1096
C 0.0231 2.2501 -0.2653
C 3.0046 -0.2977 1.2236
N -0.8440 -1.6949 -0.7168
C 0.8176 0.0518 -4.7661
C -3.7020 -0.2002 4.0612
H 4.7874 0.1370 -3.1737
N 3.9245 -0.0339 -2.6834
O 4.1752 -0.3439 1.0224
H -3.7320 1.5125 2.7672
O 5.0821 0.0296 3.7391
H -1.2484 -1.1781 1.2884
H -1.8626 -2.7795 0.7676
H -4.7761 -0.2183 4.1878
H 1.0579 2.5120 -0.0833
O 2.1517 -0.2824 0.1016
C -2.9165 -1.1393 4.7169
O 4.0229 0.3596 5.6462
Cl 1.0973 0.2479 6.1148
C -0.9726 3.2075 -0.1478
H -0.6937 1.4488 -7.5274
```

Its highest occupied orbital energy (alpha / beta) is -14.46 / -14.46 eV. Its gap between HOMO and LUMO (alpha / beta) is 6.484 / 6.979 eV. The charge is +2. As for the spin multiplicity: 2. As for the expectation value of S²: 0.77.

Results of the Löwdin charge analysis, in e, for atoms 1 through 8: number 1, C, carries -0.031; number 2, H, carries 0.091; number 3, C, carries -0.615; number 4, C, carries -0.172; number 5, H, carries 0.121; number 6, C, carries -0.021; number 7, H, carries 0.078; number 8, H, carries 0.150

***

Which of them is most stable, and which least? Most stable: #one; least stable: #two.